Entry from the Open Molecules 2025 dataset: a cluster of 2 separate species, C3H10N5 in total in a non-equilibrium geometry (ωB97M-V with the def2-TZVPD basis set).

```
18
Properties=species:S:1:pos:R:3:forces:R:3
N 0.775 1.239 2.159 -3.96 -1.71 1.57
N -0.174 1.480 0.272 2.27 1.11 1.75
N 1.554 1.137 3.068 2.68 0.06 1.56
N -0.549 0.691 2.261 1.16 0.46 -1.64
N -1.084 0.823 1.013 -0.61 -1.08 -0.13
C -0.357 -1.941 -0.498 1.50 -0.92 3.65
C 0.981 1.755 0.916 -0.95 0.73 -3.48
C -0.524 1.850 -1.094 0.16 1.90 -1.96
H -0.092 1.059 -1.786 -1.03 0.94 0.78
H -0.844 -1.551 -1.272 -2.15 1.65 -3.17
H -1.107 0.565 3.091 0.01 0.18 0.22
H 0.062 -2.853 -0.788 0.74 -1.50 -0.77
H 1.191 0.634 3.881 -0.16 0.23 -0.11
H 0.038 2.866 -1.353 -1.16 -2.28 0.78
H -2.011 1.171 0.897 -0.88 0.36 0.33
H 0.515 -1.312 -0.242 -0.64 -0.11 0.45
H -1.060 -2.248 0.305 0.59 0.85 -0.17
H -1.679 2.075 -1.216 2.44 -0.87 0.34
```
Forces are in eV/Å.

Its charge is +1. As for the HOMO-LUMO gap (spin up / spin down): 8.20 / 8.20 eV. The LUMO energy (spin up / spin down) is -5.76 / -5.76 eV. The calculation puts the largest force on an atom at 4.6 eV/Å.

Atomic partial charges in e from the Mulliken method, atoms 1 to 8: N 1.0345; N 0.3025; N -0.8720; N -0.3193; N -0.0590; C -1.0795; C -0.1881; C -0.8398